(1)
DFT (the ωB97M-V functional and the def2-TZVPD basis) results for 8 unconnected molecules or ions with the total composition C33H41N8O14.

Atoms and positions in Å:
N  43.111000  17.402000  42.221000
O  43.727000  18.536000  42.136000
O  41.938000  17.393000  41.838000
O  43.606000  16.428000  42.841000
C  41.762000  19.852000  46.416000
C  41.654000  19.943000  44.873000
C  40.261000  20.379000  44.340000
C  39.189000  20.864000  45.237000
C  39.323000  20.611000  46.750000
C  40.703000  20.122000  47.281000
N  37.832000  21.233000  44.737000
O  36.993000  21.608000  45.617000
O  37.600000  21.039000  43.507000
H  42.742000  19.685000  47.160000
H  42.494000  19.733000  44.223000
H  40.011000  20.558000  43.240000
H  38.662000  20.852000  47.471000
H  40.766000  20.121000  48.443000
C  46.100000  22.305000  43.636000
C  44.567000  21.950000  43.312000
C  43.579000  22.725000  44.251000
C  43.955000  23.765000  45.213000
C  45.395000  24.040000  45.421000
C  46.504000  23.287000  44.589000
N  42.955000  24.351000  46.125000
O  43.223000  25.530000  46.630000
O  41.984000  23.660000  46.369000
H  46.786000  21.837000  43.175000
H  44.320000  20.932000  42.907000
H  42.578000  22.343000  44.024000
H  45.537000  24.871000  46.107000
H  47.376000  23.528000  44.734000
C  46.016000  18.593000  45.065000
C  47.338000  19.489000  45.422000
C  47.761000  19.267000  46.990000
C  46.728000  18.520000  48.005000
C  45.491000  17.758000  47.498000
C  45.294000  17.852000  45.949000
N  47.032000  18.491000  49.484000
O  48.186000  18.840000  49.813000
O  46.160000  17.980000  50.179000
H  45.832000  18.661000  43.876000
H  47.745000  20.322000  44.768000
H  48.433000  19.920000  47.475000
H  44.857000  17.176000  48.212000
H  44.442000  17.172000  45.388000
C  38.378000  17.210000  44.764000
C  39.591000  16.720000  44.072000
C  40.837000  16.447000  45.063000
C  40.819000  16.518000  46.512000
C  39.372000  16.978000  47.199000
C  38.281000  17.327000  46.143000
N  41.960000  16.184000  47.509000
O  41.883000  16.211000  48.705000
O  43.010000  15.850000  46.885000
H  37.415000  17.309000  44.355000
H  39.635000  16.487000  43.059000
H  41.746000  15.993000  44.800000
H  39.374000  17.104000  48.308000
H  37.241000  17.777000  46.376000
C  40.987000  11.832000  40.969000
O  41.212000  10.650000  41.109000
N  42.006000  12.732000  40.917000
C  41.799000  14.197000  40.899000
C  43.334000  12.284000  41.312000
H  40.115000  12.220000  41.157000
H  41.920000  14.681000  41.935000
H  40.775000  14.442000  40.563000
H  42.310000  14.701000  39.988000
H  43.888000  13.153000  41.366000
H  43.756000  11.567000  40.557000
H  43.387000  11.651000  42.117000
C  42.349000  17.237000  38.551000
O  41.454000  16.671000  37.988000
N  43.610000  17.322000  38.201000
C  44.548000  17.633000  39.182000
C  44.086000  17.134000  36.839000
H  42.118000  17.917000  39.422000
H  44.398000  17.147000  40.168000
H  44.512000  18.706000  39.669000
H  45.629000  17.634000  38.849000
H  43.850000  15.996000  36.452000
H  44.970000  17.476000  36.599000
H  43.394000  17.628000  36.305000
C  42.800000  22.703000  39.245000
O  43.283000  23.258000  38.229000
N  42.251000  21.507000  39.183000
C  41.672000  20.737000  40.248000
C  42.056000  20.900000  37.862000
H  42.914000  23.156000  40.217000
H  41.040000  21.376000  41.111000
H  42.421000  20.266000  40.865000
H  41.074000  19.780000  39.957000
H  41.189000  20.235000  37.820000
H  42.923000  20.249000  37.447000
H  41.766000  21.643000  37.134000

Atoms 1-6, force components in eV/Å:
0.01 1.78 1.92
0.23 -1.50 0.06
-0.35 -0.73 -0.57
0.02 0.78 -0.96
1.36 0.41 -0.43
-4.73 1.30 3.28

Properties
Total charge: -1
Lowest unoccupied orbital energy: 0.600 eV
Multiplicity: 1

(2)
DFT (the ωB97M-V functional and the def2-TZVPD basis) results for a molecular structure, C33H42AsClN5O6PTl.

Atoms and positions in Å:
Tl  4.032148  -15.612898  -14.554959
O  2.259347  -17.279609  -13.010672
C  1.363069  -17.787487  -13.685318
O  0.410792  -17.238027  -14.320562
C  1.199755  -19.282974  -13.839981
C  -0.222860  -19.705286  -14.341139
C  -0.442035  -21.128101  -13.911930
C  0.641002  -21.908899  -14.686923
C  1.029482  -20.783436  -15.717490
O  -0.066318  -19.874926  -15.799710
C  2.061061  -20.011232  -14.879962
C  3.105164  -19.357206  -15.772979
O  3.354740  -20.072445  -16.810513
O  3.603885  -18.256043  -15.429864
H  1.311561  -19.677803  -12.797129
H  -1.075097  -19.040328  -14.184963
H  -1.420712  -21.542842  -14.102815
H  -0.418012  -21.223416  -12.844933
H  0.157437  -22.819645  -15.138217
H  1.467138  -22.180498  -14.060424
H  1.265453  -21.099119  -16.727650
H  2.682851  -20.790556  -14.331465
Cl  5.810212  -13.913255  -8.826150
C  7.141205  -12.852755  -9.224859
C  8.201584  -12.759201  -8.297568
C  9.333106  -12.001955  -8.634885
C  9.301965  -11.224168  -9.837373
C  8.202708  -11.229791  -10.635626
C  7.109718  -12.119067  -10.372369
P  5.782229  -12.430228  -11.476230
C  4.206618  -11.708809  -10.908299
C  4.160072  -10.960549  -9.729056
C  2.930323  -10.419669  -9.377337
C  1.831190  -10.649236  -10.121660
C  1.890541  -11.505779  -11.218012
C  3.095014  -11.980269  -11.661009
C  6.034346  -11.157875  -12.713229
C  6.462700  -11.597666  -13.962634
C  6.639923  -10.684817  -15.016060
C  6.550438  -9.304371  -14.802979
C  6.146273  -8.854670  -13.543075
C  5.818469  -9.720073  -12.532809
H  8.230346  -13.342008  -7.334355
H  10.178615  -12.003594  -7.926117
H  10.146265  -10.638984  -10.079656
H  8.099263  -10.545465  -11.449809
H  5.068541  -10.662487  -9.190125
H  2.889385  -9.650302  -8.546457
H  0.914336  -10.191528  -9.779301
H  1.023159  -11.707368  -11.843034
H  3.185966  -12.556077  -12.603067
H  6.695315  -12.658114  -14.085111
H  6.962634  -11.103219  -15.959701
H  7.074237  -8.612805  -15.464427
H  6.094672  -7.755925  -13.344416
H  5.659017  -9.360677  -11.487575
C  -0.350754  -13.606444  -18.115155
N  -0.006468  -14.366901  -16.841159
C  -0.974926  -15.436231  -16.363613
C  1.160187  -14.091688  -16.257685
N  1.580438  -14.741152  -15.223009
N  1.967331  -13.070764  -16.764280
C  3.311684  -13.291243  -17.002528
N  3.945123  -12.226464  -17.525220
N  3.933096  -14.410608  -16.732716
H  0.365569  -14.001091  -18.926898
H  -0.269849  -12.544089  -17.931983
H  -1.420895  -13.790372  -18.379406
H  -1.947328  -14.832080  -16.208838
H  -0.552958  -15.897192  -15.485454
H  -1.039452  -16.183174  -17.200063
H  0.987735  -15.440758  -14.767994
H  1.512619  -12.246918  -17.261019
H  3.507765  -11.323325  -17.537113
H  4.936076  -12.264019  -17.797744
H  4.865240  -14.349427  -17.133073
C  6.691015  -18.869511  -15.058418
As  6.903062  -17.456660  -16.388104
C  5.724655  -17.907706  -17.837514
C  8.787707  -17.458155  -16.960017
O  6.388256  -15.989554  -15.768984
H  7.725918  -19.009306  -14.710637
H  6.201633  -19.839766  -15.406360
H  6.075339  -18.437233  -14.228603
H  5.284591  -16.975179  -18.132179
H  4.930155  -18.612071  -17.550033
H  6.303769  -18.295901  -18.689107
H  9.262837  -18.339168  -17.421437
H  9.433500  -17.185464  -16.087656
H  8.794181  -16.657115  -17.704418

Atoms 1-6, force components in eV/Å:
-0.96 0.26 -0.87
1.49 0.36 -0.03
-2.78 0.92 -2.00
1.44 0.97 0.71
-0.65 -1.58 0.75
-0.62 0.08 -1.19

Properties
Total charge: +1
Lowest unoccupied orbital energy (spin up / spin down): -6.491 / -6.264 eV
Multiplicity: 1

Sequential E output: -75440.2760, -141969.7942 eV
Sequential ΔE to the lowest compared entry with this formula, charge and spin output: 3.603, 5.800 eV